(1)
Computed, not measured: a molecular structure, FH2NS2 at a distorted geometry, with ωB97M-V/def2-TZVPD.

Summary:
total charge	0
lowest unoccupied orbital energy	-0.0543	Eh
energy relative to the best compared isomer or geometry (same formula, charge and spin)	185.49	kJ/mol
orbital gap	0.3097	Eh
maximum force	5.503	eV Å⁻¹

Positions of all 6 atoms, in Å:
N: 0.6790 -0.9625 -1.0252
F: 0.4642 -2.1357 1.5328
S: -0.9576 2.1808 -0.1120
S: 1.1946 -1.1186 0.2489
H: -1.5878 0.5492 -0.0723
H: 0.2076 1.4868 -0.5722

Calculated atomic charges, method Löwdin, unit e: number 1, N, carries -0.411; number 2, F, carries -0.520; number 3, S, carries 0.261; number 4, S, carries 0.939; number 5, H, carries -0.001; number 6, H, carries -0.268


(2)
Computed, not measured: a molecular structure, FH3N2 at a distorted geometry, with ωB97M-V/def2-TZVPD.

Summary:
total charge	0
lowest unoccupied orbital energy	0.0205	Eh
energy relative to the best compared isomer or geometry (same formula, charge and spin)	125.33	kJ/mol
orbital gap	0.3730	Eh
maximum force	5.190	eV Å⁻¹

Positions of all 6 atoms, in Å:
N: 0.2359 0.1817 -0.3564
N: -0.7290 -0.6588 -0.2579
F: -1.9828 0.2370 -0.0284
H: 0.4900 0.6538 -1.2527
H: 0.8718 0.3155 0.3723
H: -0.5281 -1.2476 0.9050

Calculated atomic charges, method Löwdin, unit e: number 1, N, carries -0.069; number 2, N, carries -0.100; number 3, F, carries -0.264; number 4, H, carries 0.130; number 5, H, carries 0.066; number 6, H, carries 0.237


The following DFT total energy values (in eV) correspond, in order, to the records above: -25907.12257 -5742.29118.